31
Properties=species:S:1:pos:R:3:forces:R:3:nbo_charge:R:1 method="wB97M-V/def2-TZVPD" s_squared=2.01 energy_ev=-27507.551 lumo_ev="-7.536 / -11.085" charge=+2 fmax_ha_per_bohr=0.105 spin_multiplicity=3
S 3.0028 -1.7835 0.0903 -0.2 0.7 0.8 0.92
O 0.7372 3.0378 0.2928 0.8 1.9 -2.3 -0.68
N -1.2967 -0.0166 -0.0501 0.5 0.1 1.5 -0.29
N 1.1758 0.1317 0.1238 -3.9 -0.9 -3.6 -0.41
C 3.1295 -0.4549 1.2893 -1.8 0.1 1.1 -0.65
C -3.4257 -0.7409 -0.6059 0.9 -0.4 1.8 -0.21
C 1.9646 -0.6506 -2.1586 0.4 -3.5 -2.0 -0.66
C -0.1116 0.8107 -0.2650 2.3 1.7 1.1 0.09
C -2.2991 -0.0408 -0.9046 0.9 0.7 -3.2 0.10
C 2.0052 0.4895 1.0615 1.7 -1.2 1.3 -0.08
C 1.6049 -0.9717 -0.6994 -1.4 -0.2 -0.9 -0.23
C -1.3916 -0.6200 1.1678 -1.9 -1.3 -1.8 0.07
C -0.2894 2.2060 0.5426 -2.9 -1.0 -0.5 -0.06
C -2.4862 -1.3876 1.4813 -1.6 -0.4 0.7 -0.21
C -3.5767 -1.3931 0.6086 0.1 0.6 -0.3 -0.06
H -2.0272 0.4052 -1.9408 -1.0 -0.7 1.9 0.26
H 0.0777 1.1390 -1.2889 -0.9 -0.5 -0.3 0.24
H 2.5392 -1.5482 -2.7170 -1.6 1.5 1.4 0.27
H 3.8984 0.1716 1.0030 3.0 0.6 -0.7 0.31
H 3.2565 -0.6662 2.3671 0.3 -0.8 -0.5 0.32
H 2.6898 0.0643 -2.2253 1.9 2.3 0.3 0.24
H -0.3475 1.9910 1.6151 0.1 -0.1 -0.1 0.20
H 1.7979 1.3001 1.6200 -0.2 2.4 2.0 0.24
H -4.5362 -1.8916 0.8098 0.7 0.0 0.1 0.27
H -4.1195 -0.9556 -1.3043 -2.3 0.1 -2.4 0.26
H -2.6698 -2.0375 2.3581 1.1 0.8 -0.2 0.28
H 1.1895 -0.3410 -2.8773 -0.3 -0.4 0.8 0.26
H -0.4844 -0.7601 1.5955 2.4 0.2 2.0 0.23
H 0.5670 3.5201 -0.5833 0.6 -0.8 1.9 0.50
H -1.3350 2.6835 0.2598 1.8 -1.2 0.4 0.20
H 0.7606 -1.6906 -0.6660 0.5 -0.4 -0.3 0.27